Entry one
Molecular formula: C4H6NO
Method: DFT, the ωB97M-V functional and the def2-TZVPD basis

Spin multiplicity: 1
HOMO level in eV: -15.6
Orbital gap in eV: 9.27
Charge: +1

Element x y z (Å)
C  0.65901  -1.10073  -0.09267
C  0.72637  0.93825  0.00893
C  1.86152  0.00682  -0.09078
C  -1.65580  0.23886  0.02922
N  -0.24993  0.09175  0.12111
O  2.99740  0.12046  -0.07355
H  0.25996  -1.80750  -0.79125
H  0.84131  -1.73681  0.76368
H  0.52881  2.48045  0.09872
H  -2.06475  -0.44429  0.72582
H  -2.01105  1.18200  0.31178
H  -1.89284  0.03073  -1.01102

=====

Entry two
Molecular formula: C4H6NO
Method: DFT, the ωB97M-V functional and the def2-TZVPD basis

Spin multiplicity: 1
HOMO level in eV: -15.1
Orbital gap in eV: 7.77
Charge: +1

Element x y z (Å)
C  -1.95293  0.16118  0.04376
C  0.19304  1.24304  -0.01562
C  0.46776  -1.23055  -0.19887
C  0.99735  0.03113  0.10830
N  -1.16676  1.08177  -0.08571
O  -2.99122  -0.37163  -0.00362
H  0.58863  1.89315  -0.81964
H  0.48862  2.00677  0.80201
H  -0.56824  -1.23244  0.27442
H  1.17868  -1.79114  0.56878
H  0.72219  -2.05797  -0.88851
H  2.04288  0.26669  0.21469

=====

Name the least stable of them. entry one.

=====

Entry one
Molecular formula: C4H6NO
Method: DFT, the ωB97M-V functional and the def2-TZVPD basis

Spin multiplicity: 1
HOMO level in eV: -15.1
Orbital gap in eV: 8.44
Charge: +1

Element x y z (Å)
C  -0.87582  -0.66737  0.57651
C  -0.52747  -1.05441  -0.68228
C  -0.16914  0.46178  1.07383
C  0.14142  -0.73727  -1.77769
N  0.78154  0.98086  0.05810
O  -0.74402  -1.66137  -1.96272
H  -1.67692  -0.90372  1.19202
H  -0.81257  1.31438  1.14255
H  0.10797  0.15904  2.11037
H  0.83895  -0.09720  -2.29514
H  1.26556  1.85398  0.47982
H  1.67049  0.35130  0.08464

=====

Entry two
Molecular formula: C4H6NO
Method: DFT, the ωB97M-V functional and the def2-TZVPD basis

SMILES string: C#C/C=C(/[NH3+])O
Spin multiplicity: 1
HOMO level in eV: -13.4
Orbital gap in eV: 9.24
Charge: +1

Element x y z (Å)
C  2.59929  0.62544  1.06840
C  1.57268  0.01068  0.93461
C  0.39870  -0.57702  0.52751
C  -0.41582  0.07306  -0.30879
N  -1.69078  -0.64845  -0.69203
O  -0.42380  1.34101  -0.74541
H  3.26918  1.34195  1.36952
H  0.24159  -1.59652  1.05219
H  -2.30681  -1.18674  0.03305
H  -1.61989  -1.33324  -1.47368
H  -2.10845  0.13011  -1.23200
H  0.48411  1.81973  -0.53337

=====

Entry three
Molecular formula: C4H6NO
Method: DFT, the ωB97M-V functional and the def2-TZVPD basis

SMILES string: C[N+]#CCC=O
Spin multiplicity: 1
HOMO level in eV: -15.1
Orbital gap in eV: 10.85
Charge: +1

Element x y z (Å)
C  2.39187  0.84243  0.25750
N  1.19704  0.12872  0.14270
C  0.14434  -0.33655  -0.10719
C  -1.18261  -0.91134  -0.26953
C  -2.46963  -0.12202  0.01711
O  -2.51842  0.94666  0.59540
H  1.98833  1.88941  0.66821
H  3.13105  0.30880  0.88088
H  2.74316  1.00197  -0.86033
H  -1.11629  -1.73389  0.38150
H  -1.01521  -1.35863  -1.29338
H  -3.29364  -0.65556  -0.41286

=====

Name the least stable of them. entry one.

=====

Entry one
Molecular formula: C4H6NO
Method: DFT, the ωB97M-V functional and the def2-TZVPD basis

Spin multiplicity: 1
HOMO level in eV: -15.9
Orbital gap in eV: 9.51
Charge: +1

Element x y z (Å)
C  0.95710  -0.24440  0.90409
C  1.22599  -0.86082  -0.22374
C  -0.30642  0.50512  0.95475
C  -0.85351  0.41939  -0.46143
N  -0.04445  -0.14340  -1.40155
O  -0.15579  -0.17984  -2.57076
H  1.64196  -0.31662  1.70630
H  1.80464  -1.50318  -0.71000
H  -1.00581  0.07564  1.73074
H  -0.07773  1.50975  1.39617
H  -1.65988  -0.35398  -0.37701
H  -1.52610  1.09235  -0.94756

=====

Entry two
Molecular formula: C4H6NO
Method: DFT, the ωB97M-V functional and the def2-TZVPD basis

Spin multiplicity: 1
HOMO level in eV: -15.5
Orbital gap in eV: 10.30
Charge: +1

Element x y z (Å)
C  2.20295  -0.60774  0.85905
C  0.36089  0.22122  0.16487
C  -1.58139  0.15223  -1.15005
C  -0.87442  0.26770  0.28441
N  1.48326  -1.18529  1.67475
O  1.50264  0.27977  -0.04069
H  3.28727  -0.51718  0.85366
H  -0.99799  -0.40485  -1.79529
H  -2.53290  -0.38094  -0.94064
H  -1.64285  1.29419  -1.37185
H  -1.29592  0.73799  1.18138
H  1.87906  -1.73361  2.39706

=====

Name the least stable of them. entry one.

=====

Entry one
Molecular formula: C11H14N2O2
Method: DFT, the ωB97M-V functional and the def2-TZVPD basis

Spin multiplicity: 1
HOMO level (spin up / spin down) in eV: -6.6 / -6.4
Orbital gap (spin up / spin down) in eV: 6.63 / 6.75

Element x y z (Å)
C  -1.02537  0.11613  -3.86766
C  -1.93478  -0.20987  -2.94682
C  0.32221  0.30410  -3.42400
C  -0.31877  -0.23829  1.19751
C  -2.42649  0.20141  2.17220
C  -1.72990  0.03536  -1.50631
C  0.53020  -0.79451  2.27387
C  1.77144  0.06110  2.65265
C  2.22966  0.61370  1.31469
C  1.78400  -0.15065  0.03873
C  -0.22320  0.01645  -1.23590
N  0.64600  0.21508  -2.19779
N  0.31893  -0.12233  0.00908
O  -1.49313  0.46904  1.28321
O  -2.42095  -0.67321  3.00181
H  -1.08843  0.06014  -4.87355
H  -2.94248  -0.58077  -3.38220
H  1.20548  0.39331  -4.21027
H  -3.22550  0.88713  2.09593
H  -2.19525  1.08175  -1.10436
H  -2.09919  -0.78780  -0.77984
H  -0.14644  -0.99933  3.22712
H  0.93195  -1.81202  1.99549
H  1.70954  0.84388  3.28707
H  2.44739  -0.56042  3.16066
H  1.84628  1.56270  1.24686
H  3.21807  0.83095  1.43464
H  2.22609  0.37897  -0.91471
H  2.08263  -1.14202  0.05189

=====

Entry two
Molecular formula: C11H14N2O2
Method: DFT, the ωB97M-V functional and the def2-TZVPD basis

SMILES string: COc1cc2cccnc2cc1OC.N
Spin multiplicity: 1
HOMO level in eV: -8.8
Orbital gap in eV: 8.80

Element x y z (Å)
C  3.16262  -1.67407  -0.90195
O  2.16617  -1.45572  0.08641
C  1.10978  -0.60022  -0.14774
C  -0.06882  -1.07884  -0.73288
C  -1.29793  -0.39732  -0.58266
C  -2.50001  -1.01865  -1.00451
C  -3.69176  -0.33732  -0.74864
C  -3.55467  0.90714  -0.14787
N  -2.44740  1.46260  0.25480
C  -1.23608  0.85338  0.02609
C  -0.02957  1.44883  0.43788
C  1.16949  0.76862  0.26441
O  2.47470  1.31591  0.54481
C  3.04201  2.13651  -0.47710
H  2.63533  -2.13348  -1.73266
H  3.81924  -0.76846  -1.17362
H  3.86010  -2.34471  -0.50072
H  -0.20052  -2.13790  -1.14505
H  -2.44438  -2.04545  -1.39898
H  -4.64182  -0.83144  -0.81179
H  -4.40763  1.58199  0.07744
H  0.01976  2.35222  1.00050
H  4.14805  2.19325  -0.26664
H  2.60247  3.13902  -0.32956
H  2.96437  1.68372  -1.38157
N  -0.44965  -1.69545  2.52730
H  -1.45705  -1.58111  2.70001
H  0.04186  -0.88984  3.01472
H  -0.41774  -1.51786  1.51335

=====

Name the least stable of them. entry one.

=====

Entry one
Molecular formula: C3H9O3
Method: DFT, the ωB97M-V functional and the def2-TZVPD basis

Spin multiplicity: 1
HOMO level in eV: -3.4
Orbital gap in eV: 7.57
Charge: -1

Element x y z (Å)
C  0.50254  0.05062  0.48601
C  1.68361  0.31607  -0.46249
O  1.15824  0.58216  -1.69808
C  -0.48015  -1.09919  0.17474
O  -1.70963  -0.94737  0.53746
H  -0.24277  0.93925  0.32089
H  0.85186  0.09889  1.49711
H  2.33350  1.07284  -0.22745
H  2.17319  -0.71943  -0.45037
H  0.56871  -0.22978  -1.90946
H  -0.33785  -1.44397  -0.95908
H  -0.04426  -2.06452  0.77923
H  -2.01320  0.25323  0.78629
H  -2.53609  1.81192  0.31930
O  -1.90771  1.37927  0.80591

=====

Entry two
Molecular formula: C3H9O3
Method: DFT, the ωB97M-V functional and the def2-TZVPD basis

Spin multiplicity: 1
HOMO level in eV: -3.2
Orbital gap in eV: 6.97
Charge: -1

Element x y z (Å)
C  0.38157  0.57123  -1.00159
O  1.23071  -0.44031  -0.69838
C  -1.08205  0.29130  -0.84079
C  -1.29545  -0.26374  0.55381
O  -2.36200  -1.36468  1.01541
H  0.50013  1.46632  -0.36733
H  0.54076  0.96574  -2.05335
H  -1.18111  -0.43930  -1.62890
H  -1.74226  1.15849  -1.05295
H  -0.43691  -0.86269  0.90960
H  -1.48385  0.64813  1.20012
H  -3.05799  -0.69613  1.38843
H  4.07003  -0.53099  0.72316
H  2.59008  -0.23901  0.55250
O  3.32834  -0.26435  1.30026

=====

Name the least stable of them. entry one.

=====

Entry one
Molecular formula: C2H5N4
Method: DFT, the ωB97M-V functional and the def2-TZVPD basis

Spin multiplicity: 1
HOMO level (spin up / spin down) in eV: -13.7 / -13.0
Orbital gap (spin up / spin down) in eV: 7.57 / 6.57
Charge: +1

Element x y z (Å)
C  0.93044  1.92941  -0.00508
C  -0.09914  1.39745  0.67115
N  -0.49261  -2.23666  -0.89470
N  -0.47731  -0.92711  1.28262
N  -0.13631  -1.41408  -1.64222
N  -0.26848  0.10927  0.86880
H  1.03057  2.99994  -0.06726
H  1.70351  1.32687  -0.45426
H  -0.86870  2.00496  1.14548
H  -0.70880  -3.23023  -1.11458
H  -0.61318  -1.95981  0.21007

=====

Entry two
Molecular formula: C2H5N4
Method: DFT, the ωB97M-V functional and the def2-TZVPD basis

SMILES string: N[n+]1cn[nH]c1
Spin multiplicity: 1
HOMO level in eV: -14.3
Orbital gap in eV: 10.64
Charge: +1

Element x y z (Å)
N  -1.42627  -0.25919  -0.65451
N  -0.18385  -0.12849  -0.07058
C  0.43301  -1.10160  1.16179
N  1.62151  -0.78186  1.27560
N  1.88519  0.20538  0.47915
C  0.84264  0.62741  -0.25993
H  -1.89982  -1.01099  -0.20161
H  -1.87198  0.54352  -1.17572
H  -0.12857  -1.71071  1.84829
H  2.76537  0.69000  0.25736
H  1.00102  1.51745  -0.83037

=====

Name the least stable of them. entry one.